Density functional theory data (ωB97M-V/def2-TZVPD) for C5H10AgClO2Se2 as an isolated structure.

- Kohn-Sham gap (eV) = 5.403
- charge = -2
- molar mass (u) = 403.37
- E (eV) = -156658.808
- lowest unoccupied orbital energy (eV) = 5.1

Each line ends with the Löwdin charge.
Element x y z (Å)
Ag1 -0.3992 -0.1036 0.4056  0.09
O1 5.1561 -2.1279 1.7634  -0.09
C1 3.8345 -2.5733 1.3747  -0.25
C2 3.2801 -1.8259 0.1697  -0.62
C3 4.2797 -1.8669 -0.9954  -0.22
O2 5.0155 -3.0990 -1.1111  -0.09
C4 3.0631 -0.3409 0.5041  -0.67
Se1 1.8213 0.0823 1.9805  0.26
C5 1.9689 -2.5443 -0.2005  -0.64
Se2 0.8051 -1.6586 -1.5411  0.25
H1 5.0409 -1.2069 2.0260  0.07
H2 3.1396 -2.4456 2.2070  0.08
H3 3.9362 -3.6356 1.1468  0.12
H4 4.9904 -1.0399 -0.8966  0.11
H5 3.7238 -1.7386 -1.9251  0.09
H6 5.5420 -3.1463 -0.3054  0.06
H7 2.6811 0.1362 -0.3994  0.01
H8 4.0336 0.1190 0.7229  0.03
H9 1.3863 -2.6671 0.7128  0.02
H10 2.2274 -3.5422 -0.5677  0.04
Cl1 -2.6975 0.7513 0.6439  -0.63

***

Density functional theory data (ωB97M-V/def2-TZVPD) for one molecule with the formula C5H10BNO4 at a distorted geometry.

- Kohn-Sham gap (eV) = 9.835
- SMILES string = NCCC[C@@]1(B(O)O)OC1=O
- molar mass (u) = 158.95
- E (eV) = -15704.198
- lowest unoccupied orbital energy (eV) = 0.4

Each line ends with the Löwdin charge.
Element x y z (Å)
B1 1.7372 -1.3730 -0.2697  -0.56
C1 0.3800 -0.3017 -2.3423  -0.45
C2 -0.1934 0.8200 1.0250  -0.20
C3 0.7031 1.0566 -0.1493  -0.12
C4 -1.6466 0.9308 0.6570  -0.38
C5 0.8127 -0.2329 -0.9346  -0.11
N1 -2.4102 -0.1070 1.1738  -0.01
O1 0.6393 -0.0469 -3.4893  0.15
O2 -0.5129 -0.7280 -1.5218  0.14
O3 3.0114 -0.9360 -0.0026  0.22
O4 1.1983 -2.6305 -0.0988  0.19
H1 -0.0510 -0.2106 1.3787  0.12
H2 0.0608 1.4649 1.8237  0.10
H3 0.1827 1.9529 -0.7575  0.18
H4 1.6413 1.3500 0.1284  0.09
H5 -1.9030 2.0075 0.8508  0.13
H6 -1.8390 0.8204 -0.4334  0.11
H7 -2.3370 0.0605 2.1932  0.10
H8 -3.3497 -0.0770 0.7009  0.11
H9 3.5057 -1.2933 0.6828  0.08
H10 0.3702 -2.5267 -0.6149  0.11

***

Density functional theory data (ωB97M-V/def2-TZVPD) for C5H10Cl10F6PV as an isolated structure at a distorted geometry.

- Kohn-Sham gap (spin up / spin down) (eV) = 4.610 / 4.989
- charge = +1
- molar mass (u) = 620.57
- spin multiplicity = 4
- E (eV) = -181848.183
- lowest unoccupied orbital energy (spin up / spin down) (eV) = -8.2 / -7.8

Each line ends with the Löwdin spin population.
Element x y z (Å)
V1 -1.9620 0.5611 3.4485  2.97
P1 -0.7712 0.2803 0.8895  0.00
F1 -0.2268 -0.2395 2.3446  0.01
F2 -0.4458 -1.2190 0.2562  0.00
F3 -2.2786 -0.2732 1.2869  0.01
F4 -1.2602 0.9906 -0.4624  0.00
F5 -1.1546 1.6005 1.7845  0.01
F6 0.7030 0.8386 0.6331  0.00
C1 3.4366 -0.8199 0.7057  0.00
Cl1 2.3601 -1.9591 -0.2366  0.00
Cl2 3.4059 -1.2377 2.4447  0.00
H1 4.4751 -0.7935 0.3756  0.00
H2 3.0138 0.1823 0.6355  0.00
C2 1.9548 3.8626 -0.2081  0.00
Cl3 3.4286 2.9993 0.2224  0.00
Cl4 1.3190 4.8098 1.2109  0.00
H3 2.0814 4.5670 -1.0302  0.00
H4 1.2127 3.0903 -0.4102  0.00
C3 -4.5759 0.9392 -1.4679  0.00
Cl5 -4.2602 2.1341 -0.2710  0.00
Cl6 -5.6411 -0.2663 -0.7471  0.00
H5 -5.0214 1.3245 -2.3850  0.00
H6 -3.6194 0.4741 -1.7063  0.00
C4 0.3975 -3.7644 1.7209  0.00
Cl7 -0.0737 -4.8830 3.0235  0.00
Cl8 0.4788 -4.7114 0.1781  0.00
H7 -0.3706 -3.0057 1.5710  0.00
H8 1.3438 -3.2567 1.9073  0.00
C5 0.3380 -0.4415 -3.0061  0.00
Cl9 0.4478 -1.9265 -4.0407  0.00
Cl10 1.2689 0.8734 -3.7674  0.00
H9 -0.7037 -0.1354 -2.9107  0.00
H10 0.6994 -0.5950 -1.9892  0.00

***

Density functional theory data (ωB97M-V/def2-TZVPD) for a 2-piece molecular cluster, C5H10Cl3N2S overall at a distorted geometry.

- Kohn-Sham gap (eV) = 8.452
- charge = +1
- molar mass (u) = 236.58
- E (eV) = -56719.570
- lowest unoccupied orbital energy (eV) = -3.3

Each line ends with the Löwdin charge.
Element x y z (Å)
C1 -0.7540 -0.5351 0.6450  -0.13
C2 -0.4382 -1.9176 0.0438  -0.09
C3 0.8272 -0.2459 -0.9865  -0.22
C4 -0.7461 2.7843 0.6660  -0.34
C5 2.7778 0.1888 0.0419  -1.64
N1 -0.1659 0.4019 -0.3273  -0.45
N2 0.7370 -1.6805 -0.7234  0.01
S1 -0.8983 1.8329 -0.8416  0.96
Cl1 3.5008 -1.3670 0.3292  0.65
Cl2 3.5719 1.1065 -1.1570  0.61
Cl3 2.5566 1.0676 1.5020  0.62
H1 -1.7822 -0.4749 0.7347  0.10
H2 -0.5600 -0.5410 1.6775  0.11
H3 -0.3173 -2.6579 0.8053  0.14
H4 -1.2428 -2.2496 -0.5986  0.15
H5 1.1464 -0.0561 -2.0794  0.17
H6 -0.2786 3.5863 0.1828  0.00
H7 -0.3268 2.3602 1.5243  0.02
H8 -1.7856 3.1366 0.9350  0.07
H9 1.7435 -2.0104 -0.3589  0.09
H10 0.8386 -2.2866 -1.5382  0.19

***

Density functional theory data (ωB97M-V/def2-TZVPD) for a 2-piece molecular cluster, C5H10ClN2 overall at a distorted geometry.

- Kohn-Sham gap (eV) = 9.385
- charge = +1
- molar mass (u) = 133.60
- E (eV) = -20841.054
- lowest unoccupied orbital energy (eV) = -4.0

Each line ends with the Löwdin charge.
Element x y z (Å)
C1 1.7988 -1.0313 -1.0950  -0.06
C2 0.6089 -1.3831 0.6958  -0.14
C3 0.3973 0.1135 0.3762  -0.68
C4 -2.0143 1.8843 0.4424  -0.12
C5 -1.4956 0.6444 -0.2911  -0.03
N1 1.4041 -2.0407 -0.3455  0.10
N2 1.2563 0.1443 -0.7633  0.03
Cl1 0.9716 1.2861 1.5844  0.70
H1 2.3157 -1.0833 -2.0512  0.17
H2 1.2925 -1.3140 1.6424  0.15
H3 -0.2281 -2.0538 0.8772  0.13
H4 -2.0865 1.5572 1.4131  0.04
H5 -3.0734 1.9760 0.0755  0.12
H6 -1.4242 2.6949 0.2292  0.04
H7 -1.0867 0.7778 -1.3357  0.10
H8 -1.9601 -0.2806 0.0494  0.08
H9 1.9898 -2.8445 -0.0985  0.19
H10 1.3339 0.9527 -1.4053  0.18

***

Density functional theory data (ωB97M-V/def2-TZVPD) for a 2-piece molecular cluster, C5H10ClN2 overall at a distorted geometry.

- Kohn-Sham gap (eV) = 6.900
- charge = +1
- molar mass (u) = 133.60
- E (eV) = -20835.833
- lowest unoccupied orbital energy (eV) = -5.9

Each line ends with the Löwdin charge.
Element x y z (Å)
C1 -0.5314 -0.7367 -0.5914  0.11
C2 -3.4852 -0.4848 -0.0320  -0.28
C3 -2.7167 0.5091 -0.1390  -0.52
C4 0.7694 -0.2021 1.2172  0.00
C5 1.1614 0.9592 -0.6701  -0.06
N1 -4.1806 -1.5065 -0.0145  0.18
N2 0.0054 0.3932 0.0394  -0.31
Cl1 -2.2892 2.0096 0.3922  0.84
H1 -1.2072 -1.4202 -0.1478  0.07
H2 -0.1017 -1.0493 -1.4914  0.09
H3 1.4433 0.6140 1.6332  0.12
H4 0.0761 -0.2632 2.0859  0.12
H5 1.3582 -1.0537 0.9596  0.11
H6 1.7573 0.1911 -1.1794  0.11
H7 0.7483 1.4894 -1.5828  0.14
H8 1.9350 1.5629 -0.1544  0.12
H9 -4.9723 -1.7006 -0.6076  0.09
H10 -0.5714 1.3174 0.1889  0.04

***

Density functional theory data (ωB97M-V/def2-TZVPD) for C5H10ClN2O8Rh as an isolated structure.

- Kohn-Sham gap (spin up / spin down) (eV) = 8.480 / 8.076
- molar mass (u) = 364.50
- spin multiplicity = 5
- E (eV) = -40228.219
- lowest unoccupied orbital energy (spin up / spin down) (eV) = -0.2 / -1.7

Each line ends with the Löwdin spin population.
Element x y z (Å)
Rh1 -0.2011 -0.0847 0.9020  2.47
N1 -1.2811 0.2578 -0.9912  0.09
C1 -2.7309 0.4165 -0.7024  0.01
C2 -2.9775 1.1151 0.6348  0.01
C3 -2.9101 0.1889 1.8603  0.02
O1 -3.8200 0.1535 2.6508  0.03
O2 -1.8183 -0.5431 1.9795  0.19
H1 -0.8901 1.1337 -1.3331  0.00
H2 -1.1525 -0.4170 -1.7373  0.00
H3 -3.1742 -0.5795 -0.6859  0.00
H4 -3.2047 0.9789 -1.5085  0.00
H5 -3.9717 1.5584 0.6236  0.00
H6 -2.2713 1.9459 0.7530  0.00
N2 2.1789 -1.4843 -1.7880  0.25
C4 3.0975 -1.8264 -0.8622  0.31
C5 2.3477 -2.0699 1.0443  0.13
O3 3.3261 -2.3256 1.6506  0.17
O4 1.1483 -1.9377 1.0183  0.14
H7 1.5604 -2.1859 -2.1571  0.01
H8 1.8635 -0.5260 -1.8085  0.01
H9 3.7887 -1.0525 -0.5594  0.02
H10 3.4741 -2.8398 -0.9050  0.02
O5 0.2817 2.7452 0.3973  0.01
Cl1 1.5418 2.0698 0.3779  0.00
O6 2.6329 2.9519 0.3062  0.01
O7 1.5426 1.1363 -0.7409  0.03
O8 1.6193 1.2206 1.5808  0.06

***

Density functional theory data (ωB97M-V/def2-TZVPD) for an isolated ion of composition C5H10ClN5O and charge +2 at a distorted geometry.

- Kohn-Sham gap (spin up / spin down) (eV) = 6.065 / 6.066
- charge = +2
- SMILES string = C=C(N)NC(=[NH2+])/N=C(Cl)/[NH+]=C\O
- molar mass (u) = 191.62
- E (eV) = -27348.959
- lowest unoccupied orbital energy (spin up / spin down) (eV) = -9.1 / -9.1

Each line ends with the Löwdin charge.
Element x y z (Å)
C1 -2.0386 0.3649 0.5098  -0.44
C2 -0.3593 -1.3285 -0.0150  -0.32
C3 3.6343 1.4221 -0.3153  -0.07
C4 -1.3323 1.0386 1.4409  0.07
C5 1.8796 -0.2327 0.1975  -0.58
N1 -1.6236 -0.9671 0.1316  0.17
N2 0.6620 -0.3848 -0.1594  0.16
N3 -0.1020 -2.6303 -0.1849  0.23
N4 2.3286 1.0946 -0.2636  0.15
N5 -2.8239 0.8617 -0.4147  0.15
O1 4.6447 0.6212 -0.2788  0.17
Cl1 2.9506 -1.4592 0.8482  0.87
H1 3.9264 2.5172 -0.3102  0.21
H2 -0.7607 0.3203 2.1088  0.09
H3 -1.3754 2.0881 1.8016  0.09
H4 -2.2985 -1.6975 -0.0822  0.18
H5 4.3667 -0.3118 -0.4950  0.11
H6 -0.9309 -3.2122 -0.3391  0.15
H7 0.6325 -3.0330 -0.7525  0.14
H8 1.6929 1.9103 -0.4280  0.21
H9 -3.3126 1.7378 -0.3967  0.13
H10 -3.4068 0.1968 -0.9216  0.13

***

Density functional theory data (ωB97M-V/def2-TZVPD) for C5H10ClNO as an isolated structure at a distorted geometry.

- Kohn-Sham gap (eV) = 8.998
- molar mass (u) = 135.59
- E (eV) = -21405.807
- lowest unoccupied orbital energy (eV) = 1.0

Each line ends with the Löwdin charge.
Element x y z (Å)
C1 -1.3238 1.3517 -0.6872  -0.20
C2 -0.3031 1.6241 0.4412  -0.18
C3 0.9050 -0.3666 0.0457  -0.29
C4 -0.5809 -0.8704 -1.1630  -0.63
C5 1.4532 -1.6211 0.6672  -0.06
N1 -1.6747 -0.0606 -0.7928  -0.11
O1 0.2586 0.4356 0.9746  -0.14
Cl1 -0.0500 -0.5618 -2.8056  0.61
H1 -2.2482 1.9069 -0.5145  0.11
H2 -0.9171 1.6508 -1.6558  0.08
H3 0.5028 2.2835 0.0847  0.12
H4 -0.7880 2.0978 1.2980  0.12
H5 1.5981 0.1739 -0.6031  0.12
H6 -0.7540 -1.9297 -1.0257  0.08
H7 0.7355 -2.0254 1.3764  0.08
H8 2.3822 -1.4120 1.1943  0.08
H9 1.6537 -2.3654 -0.0992  0.08
H10 -2.0719 -0.3974 0.0789  0.12

***

Density functional theory data (ωB97M-V/def2-TZVPD) for C5H10CrO2 as an isolated structure at a distorted geometry.

- Kohn-Sham gap (spin up / spin down) (eV) = 8.044 / 8.412
- charge = +2
- molar mass (u) = 154.13
- spin multiplicity = 5
- E (eV) = -37841.535
- lowest unoccupied orbital energy (spin up / spin down) (eV) = -10.9 / -11.0

Each line ends with the Löwdin spin population.
Element x y z (Å)
C1 -1.7873 -1.7370 1.3527  0.00
O1 -0.9678 -0.5924 1.2510  -0.01
C2 -1.5908 0.6224 0.7234  -0.04
C3 -0.5345 1.6895 0.7535  -0.34
H1 -2.5548 -1.5612 2.1207  0.00
H2 -2.2849 -1.9682 0.3982  0.00
H3 -1.1369 -2.5753 1.6254  0.00
H4 -2.4485 0.8313 1.3814  -0.01
H5 -0.6645 2.3986 1.5826  -0.02
H6 -0.4642 2.2313 -0.2005  -0.01
C4 3.0821 0.3612 -2.3460  0.52
C5 2.1346 -0.3740 -1.5732  0.25
O2 2.1661 -0.3513 -0.3183  0.18
Cr1 0.8895 0.1661 1.0092  3.43
H7 3.1128 0.2371 -3.4290  0.02
H8 3.7056 1.1170 -1.8618  0.02
H9 -1.9810 0.3714 -0.3352  0.00
H10 1.3244 -0.8664 -2.1341  0.01